Here is 7 unconnected molecules or ions with the total composition C32H68F4N7O10S4 at a distorted geometry from OMol25. Energies are from ωB97M-V with the def2-TZVPD basis set.

The multiplicity is 1. As for the net charge: +1. For the HOMO-LUMO gap, the calculation gives 3.019 eV. The LUMO energy is -3.973 eV.

Element x y z (Å)
C 27.930580 9.363700 20.766700
C 27.837450 10.798600 20.191200
N 26.537400 11.232910 19.797710
C 25.928930 10.975000 18.577310
C 24.570610 11.419690 18.730040
N 24.361290 11.875880 20.041210
C 25.611350 11.776880 20.651060
C 23.120980 12.274740 20.669120
H 27.638070 9.359720 21.816710
H 29.005210 9.189140 20.713960
H 27.208630 8.681790 20.317370
H 28.491030 10.982590 19.338510
H 28.287080 11.514890 20.878850
H 26.450490 10.446150 17.793290
H 23.757210 11.247110 18.040830
H 25.864210 12.069260 21.659510
H 22.383150 12.545820 19.913980
H 23.233320 13.091860 21.381710
H 22.656020 11.390510 21.105060
C 24.382240 3.099080 17.487200
C 23.547350 3.072330 18.764650
C 22.205400 2.319740 18.527890
N 21.179260 2.580490 19.628510
C 21.419650 1.722090 20.942330
C 19.785780 2.135010 19.059490
C 18.692340 2.818830 19.856930
C 19.229250 4.172390 20.101430
C 20.765340 4.094050 19.904820
H 23.822940 3.408100 16.604140
H 24.856410 2.198930 17.096070
H 25.243090 3.736650 17.688530
H 23.352680 4.106820 19.047530
H 24.142260 2.703140 19.600040
H 22.428540 1.256190 18.443210
H 21.749070 2.583000 17.573660
H 21.223810 0.675480 20.709230
H 20.701360 2.085070 21.677460
H 22.416470 2.037830 21.250140
H 19.747260 1.048750 18.977850
H 19.683280 2.453020 18.021970
H 18.761890 2.270540 20.796420
H 17.733120 2.722830 19.348220
H 18.841540 4.479140 21.072860
H 18.786990 4.823130 19.347070
H 21.286040 4.574800 20.732980
H 21.003520 4.445760 18.901000
C 19.512170 3.718430 7.382390
C 20.297450 2.982200 8.402140
C 20.793800 1.602120 7.862730
N 21.717940 0.892650 8.940860
C 22.935700 1.722520 9.313430
C 22.073210 -0.514390 8.532050
C 21.935150 -1.454200 9.778490
C 21.465810 -0.591660 10.922160
C 20.873500 0.625910 10.202490
H 18.685170 3.063680 7.107700
H 19.983610 4.064400 6.462520
H 19.081230 4.657380 7.729900
H 19.883500 2.789650 9.391920
H 21.199930 3.507640 8.714480
H 21.443110 1.734920 6.997360
H 19.908260 1.007200 7.639110
H 23.308500 2.225410 8.421110
H 23.656140 1.064080 9.798720
H 22.534290 2.504440 9.958080
H 23.090160 -0.502210 8.139920
H 21.281290 -0.794510 7.837420
H 22.865370 -1.951940 10.052430
H 21.261600 -2.247900 9.455270
H 22.334550 -0.390030 11.548840
H 20.723840 -1.023560 11.593750
H 20.842630 1.531680 10.808070
H 19.895550 0.406890 9.773830
C 31.012780 10.509480 7.218210
C 29.555310 10.206400 7.541500
C 28.823340 11.156150 8.500150
N 27.333130 10.720990 8.819810
C 27.144860 9.289420 9.465670
C 26.595570 11.727380 9.699000
C 25.177730 11.412490 9.769940
C 24.858010 10.943790 8.366410
C 26.293630 10.888100 7.701800
H 30.966120 11.010570 6.251340
H 31.641780 9.624920 7.118140
H 31.508140 11.157000 7.941700
H 29.606690 9.370610 8.239290
H 28.817740 9.849470 6.822690
H 28.743020 12.129160 8.015480
H 29.309020 11.144950 9.475910
H 26.111440 9.112850 9.763920
H 27.752440 9.254750 10.369960
H 27.423070 8.519120 8.746410
H 27.084950 11.607000 10.665490
H 26.822850 12.712240 9.290960
H 24.763070 10.898550 10.637130
H 24.660150 12.368290 9.851510
H 24.299500 10.008770 8.322880
H 24.298650 11.760440 7.910000
H 26.562500 10.139250 6.956800
H 26.525660 11.873010 7.296550
N 7.378460 6.514840 17.751790
S 9.082790 6.399440 18.221990
O 9.571560 5.079990 18.488320
O 9.697860 7.414240 19.094800
F 9.693230 6.835880 16.725840
S 6.895510 5.354450 18.704280
O 7.356050 5.429810 20.078000
O 6.722530 4.031250 18.144820
F 5.449290 5.895360 19.000300
N 9.357570 5.471190 9.629350
S 10.215850 6.001700 8.253950
O 10.005930 5.291000 7.000250
O 11.520890 6.617880 8.413410
F 9.218670 7.269020 8.026510
S 9.842260 4.053820 9.461840
O 11.269730 3.895180 9.710630
O 9.134880 3.200890 8.539030
F 9.138350 3.534080 10.844510
C 16.880660 5.753520 14.111020
C 18.148310 6.603910 14.255690
O 19.210630 6.281810 13.648480
O 18.063100 7.553210 15.077720
H 16.084680 6.371120 13.694980
H 16.390170 5.410930 15.022150
H 16.912610 4.972960 13.350890

Forces on atoms 1 to 6 (eV/Å):
C -0.33 1.49 0.26
C 1.60 0.01 0.25
N -3.45 0.98 0.54
C -2.92 1.30 1.73
C 2.01 -1.33 0.27
N 4.58 -0.83 -0.96

Mulliken population analysis, charges in e, atoms 1 to 99: -0.942 -0.818 0.151 -0.277 -0.369 0.142 -0.179 -0.791 0.324 0.327 0.335 0.434 0.424 0.412 0.414 0.406 0.331 0.319 0.355 -1.386 -0.139 -0.801 0.201 -0.933 -0.950 -0.592 -0.668 -0.542 0.371 0.361 0.355 0.312 0.341 0.388 0.420 0.301 0.421 0.350 0.514 0.488 0.282 0.413 0.293 0.397 0.329 0.472 -1.395 -0.138 -0.757 0.143 -1.007 -0.546 -0.606 -0.644 -0.847 0.349 0.350 0.385 0.387 0.237 0.411 0.460 0.324 0.403 0.420 0.380 0.338 0.304 0.328 0.320 0.405 0.514 0.484 -1.252 -0.357 -0.594 -0.034 -0.979 -0.531 -0.739 -0.472 -0.688 0.336 0.349 0.365 0.266 0.359 0.305 0.443 0.437 0.370 0.356 0.431 0.471 0.336 0.320 0.292 0.333 0.476